(1)
This record from the Open Molecules 2025 dataset describes a 9-piece molecular cluster, C32H88ClN8O12 overall in a non-equilibrium geometry. The level of theory is ωB97M-V/def2-TZVPD.

Calculated values
charge	-1
relative energy (zero: lowest compared OMol25 entry of this formula, charge and spin)	169.2	kcal per mole
LUMO	1.91	eV
F_max	0.0697	Eh/bohr
multiplicity	1

Atoms and positions in Å:
1 Cl 0.81 0.98 -0.89
2 O 0.25 -0.29 -1.06
3 O 2.19 0.85 -1.24
4 O 0.19 1.97 -1.75
5 O 0.54 1.35 0.46
6 C 4.74 6.70 -2.80
7 C 5.20 7.84 -1.94
8 C 5.02 7.37 -0.47
9 O 5.38 8.33 0.54
10 C 5.05 7.87 1.91
11 N 6.56 8.12 -2.16
12 H 4.99 6.87 -3.85
13 H 3.66 6.58 -2.76
14 H 5.14 5.72 -2.55
15 H 4.64 8.75 -2.17
16 H 5.58 6.44 -0.42
17 H 3.94 7.35 -0.54
18 H 5.89 7.53 2.52
19 H 4.47 6.95 1.82
20 H 4.39 8.61 2.36
21 H 6.64 8.67 -3.01
22 H 6.63 8.88 -1.51
23 C 2.02 -10.39 5.45
24 C 2.31 -9.21 4.53
25 C 1.67 -7.95 5.04
26 O 2.08 -6.73 4.50
27 C 1.40 -5.63 5.04
28 N 3.81 -9.08 4.37
29 H 2.43 -11.35 5.14
30 H 0.95 -10.55 5.29
31 H 2.17 -10.13 6.50
32 H 1.90 -9.34 3.53
33 H 1.76 -7.77 6.12
34 H 0.62 -8.07 4.79
35 H 0.33 -5.66 4.88
36 H 1.80 -4.68 4.67
37 H 1.64 -5.44 6.08
38 H 4.12 -9.34 5.30
39 H 4.05 -9.91 3.86
40 C 3.84 -7.01 -3.45
41 C 4.90 -6.42 -2.46
42 C 5.78 -5.33 -2.99
43 O 6.40 -4.54 -2.02
44 C 7.28 -3.64 -2.69
45 N 4.05 -5.88 -1.35
46 H 3.15 -7.77 -3.08
47 H 4.40 -7.41 -4.30
48 H 3.35 -6.23 -4.03
49 H 5.67 -7.07 -2.05
50 H 5.16 -4.52 -3.37
51 H 6.39 -5.80 -3.77
52 H 6.61 -2.89 -3.10
53 H 7.96 -4.12 -3.39
54 H 8.00 -3.19 -2.00
55 H 3.40 -5.17 -1.66
56 H 3.28 -6.54 -1.38
57 C -3.96 -7.18 -2.62
58 C -3.43 -6.24 -1.54
59 C -4.46 -5.31 -0.96
60 O -5.41 -6.18 -0.35
61 C -6.63 -5.58 -0.01
62 N -2.75 -7.04 -0.46
63 H -4.35 -6.65 -3.49
64 H -4.74 -7.83 -2.23
65 H -3.11 -7.76 -3.01
66 H -2.74 -5.64 -2.13
67 H -4.86 -4.69 -1.76
68 H -3.96 -4.62 -0.28
69 H -6.47 -4.82 0.76
70 H -7.22 -6.37 0.44
71 H -7.12 -5.25 -0.92
72 H -3.29 -6.83 0.37
73 H -3.10 -7.96 -0.68
74 C 7.60 -0.80 4.05
75 C 7.47 -2.40 4.09
76 C 7.41 -2.94 5.50
77 O 6.80 -4.25 5.52
78 C 6.79 -4.74 6.83
79 N 6.22 -2.69 3.37
80 H 6.79 -0.41 4.66
81 H 7.63 -0.37 3.05
82 H 8.58 -0.54 4.46
83 H 8.38 -2.78 3.62
84 H 7.01 -2.26 6.24
85 H 8.47 -3.05 5.71
86 H 7.68 -4.69 7.45
87 H 6.52 -5.80 6.86
88 H 6.01 -4.28 7.43
89 H 6.50 -2.40 2.45
90 H 5.40 -2.14 3.58
91 C -4.90 -3.11 -8.54
92 C -3.56 -2.52 -8.28
93 C -3.51 -1.43 -7.17
94 O -4.15 -0.35 -7.77
95 C -4.23 0.83 -7.02
96 N -2.67 -3.61 -7.83
97 H -5.61 -2.45 -9.04
98 H -5.41 -3.41 -7.62
99 H -4.80 -4.00 -9.16
100 H -3.14 -2.20 -9.23
101 H -2.46 -1.22 -6.94
102 H -3.97 -1.79 -6.25
103 H -4.22 0.70 -5.94
104 H -5.12 1.45 -7.14
105 H -3.35 1.45 -7.18
106 H -1.76 -3.18 -7.76
107 H -2.75 -4.38 -8.48
108 C -3.89 10.20 -0.28
109 C -4.84 9.94 -1.37
110 C -5.66 11.12 -2.06
111 O -6.65 11.65 -1.19
112 C -7.57 12.53 -1.90
113 N -3.98 9.24 -2.38
114 H -3.57 9.27 0.19
115 H -4.35 10.94 0.38
116 H -3.11 10.83 -0.69
117 H -5.62 9.23 -1.12
118 H -6.09 10.88 -3.03
119 H -5.02 11.96 -2.34
120 H -8.42 11.86 -2.02
121 H -7.26 12.98 -2.84
122 H -7.89 13.34 -1.25
123 H -4.31 9.20 -3.33
124 H -3.80 8.34 -1.98
125 C -5.44 3.93 4.54
126 C -5.12 5.39 4.20
127 C -6.26 6.38 4.56
128 O -7.31 6.17 3.71
129 C -8.20 7.33 3.93
130 N -3.86 5.71 4.84
131 H -5.53 3.88 5.62
132 H -4.83 3.15 4.10
133 H -6.48 3.72 4.30
134 H -4.94 5.24 3.13
135 H -5.86 7.39 4.44
136 H -6.50 6.33 5.63
137 H -8.28 7.65 4.97
138 H -9.23 7.08 3.69
139 H -7.89 8.29 3.51
140 H -3.70 6.67 4.59
141 H -3.16 5.24 4.29

=====

(2)
This record from the Open Molecules 2025 dataset describes C32H88F6N8Na2O8P as an isolated structure in a non-equilibrium geometry. The level of theory is ωB97M-V/def2-TZVPD.

Calculated values
charge	+1
relative energy (zero: lowest compared OMol25 entry of this formula, charge and spin)	43.0	kcal per mole
LUMO	-3.85	eV
F_max	0.0540	Eh/bohr
multiplicity	1

Atoms and positions in Å:
1 Na -3.10 -0.19 -2.08
2 Na -3.71 -2.19 1.79
3 P -0.35 -0.38 0.23
4 F -0.73 -1.23 -1.10
5 F -1.22 0.86 -0.39
6 F -1.61 -0.98 1.11
7 F -0.02 0.53 1.54
8 F 0.56 -1.60 0.76
9 F 0.91 0.25 -0.53
10 C -5.33 -7.06 1.81
11 C -4.83 -5.62 1.49
12 C -3.61 -5.65 0.59
13 O -2.95 -4.37 0.58
14 C -1.91 -4.36 -0.40
15 N -5.92 -4.77 0.96
16 H -5.10 -7.35 2.83
17 H -4.93 -7.78 1.10
18 H -6.41 -7.07 1.68
19 H -4.52 -5.21 2.45
20 H -3.81 -5.91 -0.46
21 H -2.89 -6.41 0.90
22 H -2.37 -4.11 -1.37
23 H -1.41 -5.31 -0.57
24 H -1.23 -3.55 -0.14
25 H -5.80 -4.81 -0.06
26 H -5.69 -3.81 1.21
27 C 6.78 -2.89 -2.02
28 C 5.43 -3.36 -2.60
29 C 4.30 -2.98 -1.66
30 O 3.07 -3.26 -2.29
31 C 1.96 -3.01 -1.47
32 N 5.25 -2.61 -3.84
33 H 6.95 -3.24 -0.98
34 H 6.82 -1.81 -1.85
35 H 7.68 -3.31 -2.46
36 H 5.53 -4.42 -2.85
37 H 4.35 -1.91 -1.45
38 H 4.40 -3.55 -0.72
39 H 1.72 -1.96 -1.35
40 H 2.14 -3.45 -0.49
41 H 1.10 -3.57 -1.85
42 H 4.64 -1.79 -3.88
43 H 6.15 -2.49 -4.28
44 C 2.95 0.67 5.44
45 C 2.11 1.50 4.42
46 C 1.59 2.82 4.95
47 O 0.42 2.63 5.74
48 C 0.18 3.76 6.56
49 N 2.94 1.81 3.24
50 H 2.50 0.76 6.43
51 H 4.00 0.96 5.52
52 H 2.90 -0.35 5.04
53 H 1.33 0.86 4.03
54 H 1.41 3.49 4.10
55 H 2.38 3.21 5.60
56 H -0.25 3.46 7.51
57 H -0.53 4.43 6.06
58 H 1.07 4.37 6.75
59 H 3.83 2.19 3.53
60 H 3.05 1.02 2.62
61 C -0.03 -1.69 4.74
62 C -1.46 -2.14 4.45
63 C -2.33 -0.87 4.39
64 O -3.72 -1.18 4.20
65 C -4.32 -1.61 5.38
66 N -1.55 -2.87 3.19
67 H 0.04 -0.94 5.52
68 H 0.53 -1.45 3.83
69 H 0.54 -2.53 5.15
70 H -1.71 -2.80 5.29
71 H -2.12 -0.17 3.58
72 H -2.14 -0.26 5.28
73 H -3.73 -2.33 5.95
74 H -5.30 -2.08 5.22
75 H -4.63 -0.83 6.09
76 H -0.90 -3.66 3.27
77 H -1.01 -2.33 2.52
78 C -1.85 3.38 3.57
79 C -3.13 3.24 2.69
80 C -3.48 4.61 2.13
81 O -4.47 4.51 1.12
82 C -4.72 5.77 0.53
83 N -2.82 2.25 1.66
84 H -1.97 4.24 4.23
85 H -1.03 3.71 2.93
86 H -1.63 2.44 4.07
87 H -3.96 2.92 3.33
88 H -2.60 4.99 1.60
89 H -3.81 5.31 2.90
90 H -5.34 5.67 -0.35
91 H -3.77 6.21 0.18
92 H -5.13 6.42 1.30
93 H -2.82 1.34 2.13
94 H -1.90 2.38 1.26
95 C -1.13 -2.34 -3.98
96 C -1.42 -1.15 -4.89
97 C -2.70 -1.35 -5.75
98 O -2.76 -2.67 -6.23
99 C -1.84 -3.00 -7.28
100 N -1.64 0.03 -4.00
101 H -0.23 -2.13 -3.40
102 H -1.10 -3.33 -4.43
103 H -1.88 -2.49 -3.18
104 H -0.56 -1.02 -5.53
105 H -2.62 -0.70 -6.63
106 H -3.61 -1.01 -5.26
107 H -1.85 -4.08 -7.34
108 H -0.85 -2.62 -7.01
109 H -2.20 -2.55 -8.21
110 H -0.72 0.29 -3.64
111 H -1.71 0.85 -4.62
112 C -0.34 3.93 -1.33
113 C 0.48 4.43 -0.15
114 C 0.14 5.84 0.35
115 O 0.39 6.77 -0.66
116 C 0.60 8.11 -0.24
117 N 0.37 3.41 0.91
118 H -1.38 3.82 -1.03
119 H 0.03 3.07 -1.90
120 H -0.30 4.73 -2.08
121 H 1.53 4.41 -0.46
122 H 0.64 5.98 1.31
123 H -0.93 5.83 0.60
124 H -0.14 8.50 0.45
125 H 0.57 8.73 -1.14
126 H 1.63 8.15 0.12
127 H 0.67 2.56 0.45
128 H 1.03 3.55 1.67
129 C 6.63 0.52 -5.03
130 C 5.34 0.13 -5.75
131 C 4.03 0.55 -5.05
132 O 4.04 0.02 -3.73
133 C 2.90 0.32 -2.98
134 N 5.40 0.63 -7.12
135 H 6.76 1.57 -4.80
136 H 7.44 0.29 -5.74
137 H 6.88 -0.14 -4.20
138 H 5.43 -0.95 -5.88
139 H 3.18 0.12 -5.56
140 H 4.21 1.63 -5.13
141 H 2.91 -0.13 -1.99
142 H 1.96 0.02 -3.45
143 H 2.79 1.40 -2.85
144 H 5.39 1.64 -7.21
145 H 4.65 0.27 -7.70

=====

(3)
This record from the Open Molecules 2025 dataset describes C32H88N8O8 as an isolated structure in a non-equilibrium geometry. The level of theory is ωB97M-V/def2-TZVPD.

Calculated values
charge	0
relative energy (zero: lowest compared OMol25 entry of this formula, charge and spin)	894.4	kcal per mole
LUMO	0.52	eV
F_max	0.3546	Eh/bohr
multiplicity	1

Atoms and positions in Å:
1 C 4.57 2.91 -3.97
2 C 3.42 3.40 -3.18
3 C 2.17 2.54 -3.34
4 O 1.59 2.63 -4.68
5 C 0.27 2.07 -4.76
6 N 3.72 3.62 -1.77
7 H 4.49 2.63 -5.02
8 H 4.82 1.96 -3.50
9 H 5.45 3.56 -3.98
10 H 3.19 4.36 -3.64
11 H 1.48 2.66 -2.50
12 H 2.51 1.52 -3.15
13 H -0.32 2.88 -4.33
14 H 0.12 1.28 -4.02
15 H -0.03 1.77 -5.76
16 H 3.70 2.71 -1.32
17 H 4.61 4.09 -1.70
18 C -0.42 -8.11 -1.52
19 C -1.65 -7.77 -2.35
20 C -2.05 -6.23 -2.34
21 O -1.94 -5.66 -1.03
22 C -1.94 -4.20 -0.88
23 N -1.56 -8.43 -3.67
24 H -0.67 -8.01 -0.47
25 H 0.38 -7.41 -1.75
26 H -0.17 -9.16 -1.68
27 H -2.44 -8.25 -1.77
28 H -3.08 -6.09 -2.65
29 H -1.51 -5.63 -3.08
30 H -2.52 -3.67 -1.63
31 H -0.94 -3.81 -0.67
32 H -2.42 -3.99 0.08
33 H -1.57 -9.44 -3.62
34 H -2.37 -8.23 -4.25
35 C -0.47 -0.41 3.46
36 C -1.60 0.10 2.46
37 C -2.91 0.54 3.14
38 O -3.41 -0.74 3.38
39 C -4.81 -0.80 3.29
40 N -1.09 1.22 1.67
41 H -0.25 0.11 4.39
42 H 0.51 -0.40 2.99
43 H -0.77 -1.43 3.69
44 H -1.63 -0.68 1.71
45 H -3.60 1.08 2.50
46 H -3.00 0.94 4.15
47 H -5.34 0.03 3.76
48 H -5.15 -1.73 3.75
49 H -5.22 -0.73 2.29
50 H -1.09 2.00 2.31
51 H -1.75 1.52 0.98
52 C -1.61 2.57 4.82
53 C -1.30 4.04 4.34
54 C -1.53 4.30 2.83
55 O -0.49 3.54 2.16
56 C -0.41 3.82 0.74
57 N -2.04 5.03 5.11
58 H -2.66 2.60 5.12
59 H -1.08 2.18 5.69
60 H -1.37 1.73 4.16
61 H -0.26 4.34 4.46
62 H -1.48 5.34 2.53
63 H -2.46 3.84 2.49
64 H -1.07 3.18 0.16
65 H 0.56 3.53 0.33
66 H -0.65 4.86 0.49
67 H -3.02 4.77 5.09
68 H -1.72 4.96 6.07
69 C 0.52 1.71 -1.91
70 C -0.16 1.33 -0.64
71 C 0.06 -0.19 -0.26
72 O -0.86 -1.02 -0.93
73 C -1.05 -2.42 -0.55
74 N 0.20 2.30 0.41
75 H 0.21 0.94 -2.62
76 H 1.61 1.72 -1.95
77 H 0.23 2.73 -2.16
78 H -1.22 1.39 -0.91
79 H 0.00 -0.14 0.83
80 H 1.06 -0.57 -0.46
81 H -1.45 -2.38 0.47
82 H -0.17 -3.06 -0.60
83 H -1.66 -3.02 -1.23
84 H -0.31 2.18 1.28
85 H 1.07 1.89 0.71
86 C 2.30 -3.59 0.33
87 C 2.69 -2.93 -0.96
88 C 3.42 -1.55 -0.79
89 O 4.69 -1.88 -0.19
90 C 4.92 -1.38 1.10
91 N 3.58 -3.89 -1.60
92 H 3.23 -3.86 0.84
93 H 1.58 -4.38 0.14
94 H 1.77 -2.87 0.95
95 H 1.76 -2.85 -1.51
96 H 2.78 -0.82 -0.29
97 H 3.63 -1.09 -1.75
98 H 4.08 -1.34 1.80
99 H 5.43 -0.44 0.88
100 H 5.50 -2.09 1.68
101 H 3.70 -3.46 -2.51
102 H 4.51 -3.85 -1.22
103 C 2.06 3.10 1.71
104 C 3.33 2.41 1.17
105 C 3.06 1.27 0.19
106 O 1.98 0.48 0.62
107 C 2.12 -0.36 1.68
108 N 4.16 3.39 0.50
109 H 1.34 2.35 2.04
110 H 1.61 3.65 0.89
111 H 2.27 3.84 2.48
112 H 3.99 2.10 1.99
113 H 3.94 0.63 0.14
114 H 2.79 1.72 -0.76
115 H 1.21 -0.94 1.82
116 H 2.41 0.11 2.62
117 H 2.88 -1.10 1.42
118 H 4.47 4.17 1.05
119 H 3.56 3.67 -0.26
120 C -3.76 -1.55 -0.10
121 C -3.14 -0.26 -0.70
122 C -4.00 0.79 -1.36
123 O -3.23 1.84 -1.88
124 C -3.91 2.89 -2.48
125 N -2.36 0.36 0.29
126 H -4.44 -2.01 -0.81
127 H -4.17 -1.28 0.88
128 H -2.91 -2.19 0.14
129 H -2.40 -0.57 -1.43
130 H -4.75 1.22 -0.70
131 H -4.56 0.43 -2.23
132 H -3.19 3.48 -3.07
133 H -4.35 3.62 -1.80
134 H -4.69 2.69 -3.22
135 H -1.46 -0.08 0.41
136 H -2.25 1.22 -0.23